This record from the OMol25 dataset describes 6 unconnected molecules or ions with the total composition C45H90F6N5O5P in a non-equilibrium geometry. The level of theory is ωB97M-V with the def2-TZVPD basis set.

Results
2S+1   1
Energy above the lowest of the compared OMol25 structures with the same formula, charge and spin   0.0 kJ/mol
Charge   +4
M   926.21 u

Each line ends with the Mulliken charge.
Positions of all 152 atoms, in Å:
C  2.37  3.31  -1.87  -1.691
C  2.32  4.61  -1.06  2.081
C  3.64  5.07  -0.46  -1.489
C  4.72  5.26  -1.52  -0.609
C  4.19  6.47  -2.38  -1.378
C  2.80  6.33  -3.07  1.446
N  1.87  5.75  -2.02  0.678
O  0.71  5.58  -2.44  -0.276
C  2.95  5.43  -4.32  -1.491
C  2.30  7.68  -3.55  -1.728
C  1.38  4.43  0.14  -1.862
H  3.15  3.18  -2.62  0.243
H  1.47  3.24  -2.49  0.507
H  2.48  2.45  -1.22  0.404
H  4.05  4.30  0.19  0.445
H  3.58  5.98  0.14  0.437
H  4.83  4.40  -2.18  0.288
H  5.73  5.41  -1.15  0.476
H  5.00  6.79  -3.04  0.487
H  4.11  7.26  -1.63  0.403
H  3.63  4.58  -4.28  0.292
H  3.31  6.06  -5.13  0.457
H  1.99  4.99  -4.57  0.389
H  1.32  7.63  -4.02  0.442
H  2.92  8.18  -4.30  0.444
H  2.35  8.50  -2.82  0.401
H  1.77  3.70  0.85  0.413
H  0.37  4.10  -0.11  0.251
H  1.34  5.39  0.66  0.532
C  -5.66  5.83  -2.26  -1.535
C  -5.97  4.34  -2.29  1.027
C  -5.15  3.71  -3.44  -1.158
C  -3.67  3.54  -3.07  -0.980
C  -3.62  2.51  -1.95  -0.822
C  -4.33  2.91  -0.69  1.949
N  -5.65  3.57  -0.97  0.925
O  -6.34  3.87  -0.01  -0.338
C  -3.53  3.96  0.11  -1.567
C  -4.52  1.61  0.14  -1.539
C  -7.47  4.08  -2.59  -1.601
H  -5.79  6.24  -3.26  0.449
H  -4.70  6.22  -1.92  0.303
H  -6.29  6.39  -1.57  0.471
H  -5.30  4.43  -4.24  0.587
H  -5.50  2.73  -3.76  0.405
H  -3.13  4.44  -2.77  0.377
H  -3.09  3.12  -3.90  0.418
H  -2.59  2.26  -1.68  -0.177
H  -3.88  1.50  -2.29  0.485
H  -2.49  3.66  0.19  0.214
H  -3.88  4.08  1.14  0.454
H  -3.61  4.97  -0.31  0.389
H  -4.93  0.94  -0.61  0.398
H  -5.19  1.80  0.99  0.688
H  -3.57  1.19  0.44  -0.053
H  -7.63  4.73  -3.45  0.430
H  -8.12  4.42  -1.78  0.438
H  -7.67  3.05  -2.86  0.385
C  1.83  -1.86  3.29  -1.345
C  2.46  -3.07  2.56  1.512
C  3.41  -2.49  1.50  -0.140
C  4.82  -2.14  1.98  -0.936
C  5.44  -3.43  2.53  -1.470
C  4.66  -3.89  3.77  1.117
N  3.20  -3.93  3.53  1.156
O  2.53  -4.59  4.32  -0.364
C  4.92  -2.93  4.95  -1.479
C  5.08  -5.37  4.03  -1.544
C  1.37  -3.92  1.79  -1.321
H  2.61  -1.26  3.75  0.320
H  1.07  -2.16  4.01  0.422
H  1.23  -1.27  2.59  0.081
H  2.99  -1.63  0.99  -0.076
H  3.51  -3.28  0.75  -0.191
H  4.77  -1.30  2.67  0.431
H  5.40  -1.91  1.09  0.488
H  6.50  -3.29  2.75  0.576
H  5.32  -4.22  1.78  0.491
H  4.86  -3.50  5.88  0.404
H  4.34  -2.01  4.95  0.313
H  5.93  -2.53  4.90  0.404
H  6.14  -5.51  3.83  0.385
H  4.49  -6.00  3.36  0.404
H  4.79  -5.74  5.01  0.409
H  1.00  -3.40  0.91  0.063
H  0.43  -4.10  2.32  0.440
H  1.75  -4.90  1.48  0.405
C  2.98  -1.66  -3.81  -1.581
C  3.03  -3.00  -3.00  1.269
C  1.76  -3.26  -2.20  -0.211
C  1.53  -4.74  -1.78  -0.339
C  1.65  -5.61  -3.04  -1.596
C  3.01  -5.58  -3.75  1.198
N  3.36  -4.10  -4.00  0.914
O  4.37  -3.84  -4.72  -0.318
C  2.78  -6.37  -5.11  -1.527
C  4.10  -6.22  -2.91  -1.517
C  4.23  -2.89  -2.04  -1.559
H  2.04  -1.61  -4.35  0.461
H  3.90  -1.47  -4.36  0.485
H  2.90  -0.91  -3.03  0.275
H  0.87  -2.87  -2.68  0.608
H  1.84  -2.67  -1.29  -0.654
H  0.55  -4.83  -1.32  0.478
H  2.26  -4.93  -0.98  0.051
H  0.97  -5.24  -3.80  0.497
H  1.43  -6.64  -2.76  0.499
H  1.80  -6.13  -5.51  0.390
H  2.92  -7.44  -5.00  0.390
H  3.57  -6.04  -5.78  0.454
H  4.12  -5.79  -1.91  0.233
H  5.08  -6.18  -3.40  0.425
H  3.90  -7.27  -2.72  0.447
H  4.05  -2.00  -1.45  0.483
H  5.16  -2.81  -2.60  0.513
H  4.40  -3.77  -1.41  0.217
C  -5.93  0.11  4.45  -1.357
C  -5.81  -1.36  4.07  1.384
C  -5.52  -1.57  2.54  -1.659
C  -4.11  -1.07  2.15  -0.013
C  -3.03  -1.91  2.88  -1.056
C  -3.18  -1.71  4.43  1.582
N  -4.64  -2.00  4.77  0.790
O  -4.94  -2.45  5.89  -0.293
C  -2.79  -0.35  4.97  -1.697
C  -2.40  -2.87  5.10  -1.378
C  -7.12  -2.10  4.47  -1.703
H  -5.27  0.61  3.74  0.078
H  -5.54  0.20  5.46  0.350
H  -6.93  0.54  4.47  0.441
H  -6.24  -1.00  1.95  0.438
H  -5.73  -2.57  2.16  0.393
H  -3.97  0.01  2.21  -0.003
H  -4.13  -1.28  1.08  0.520
H  -2.11  -1.48  2.51  0.193
H  -3.14  -2.97  2.65  0.496
H  -1.71  -0.25  5.02  0.391
H  -2.98  -0.19  6.04  0.418
H  -3.23  0.49  4.45  0.342
H  -1.35  -2.73  4.83  0.125
H  -2.59  -3.87  4.71  0.437
H  -2.48  -2.86  6.18  0.474
H  -7.06  -3.17  4.32  0.436
H  -7.97  -1.70  3.91  0.455
H  -7.41  -1.90  5.50  0.423
P  -0.22  0.10  -0.62  1.529
F  0.27  1.52  -1.22  -0.337
F  -1.02  0.88  0.55  -0.411
F  -1.46  0.18  -1.67  -0.404
F  -0.81  -1.31  -0.07  -0.371
F  0.62  -0.65  -1.80  -0.436
F  1.14  0.00  0.26  -0.531



This record from the OMol25 dataset describes 15 unconnected molecules or ions with the total composition C45H90O45 in a non-equilibrium geometry. The level of theory is ωB97M-V with the def2-TZVPD basis set.

Results
2S+1   1
Energy above the lowest of the compared OMol25 structures with the same formula, charge and spin   545.4 kJ/mol
M   1351.17 u

Each line ends with the Mulliken charge.
Positions of all 180 atoms, in Å:
C  2.13  -1.60  -0.81  1.171
O  0.86  -0.99  -0.66  0.830
C  0.75  0.21  -0.16  -0.297
O  1.68  1.03  -0.02  -0.442
O  -0.54  0.47  0.08  0.219
C  -0.93  1.75  0.56  0.517
H  2.84  -0.97  -1.34  -0.414
H  1.96  -2.57  -1.27  -0.277
H  2.58  -1.77  0.17  -0.746
H  -2.01  1.78  0.70  0.198
H  -0.69  2.51  -0.19  -0.826
H  -0.49  2.19  1.45  0.194
C  -7.37  -1.77  2.26  -0.732
O  -6.05  -1.92  1.77  -0.304
C  -5.06  -1.76  2.56  0.702
O  -5.08  -1.83  3.76  -0.591
O  -3.94  -1.56  1.87  -0.101
C  -2.70  -1.34  2.53  -0.067
H  -7.55  -0.79  2.70  0.269
H  -7.38  -2.51  3.05  0.358
H  -8.11  -2.08  1.52  0.239
H  -2.80  -0.42  3.10  -0.141
H  -1.80  -1.28  1.92  0.040
H  -2.42  -2.11  3.24  0.315
C  -1.73  8.39  -3.00  -0.619
O  -1.05  8.18  -1.75  -0.387
C  -0.63  6.95  -1.23  0.676
O  -0.67  5.90  -1.80  -0.428
O  -0.06  7.21  -0.02  -0.383
C  0.62  6.06  0.64  -0.054
H  -1.44  9.40  -3.30  0.240
H  -2.80  8.38  -2.78  0.281
H  -1.47  7.69  -3.79  0.289
H  1.41  5.63  0.03  0.206
H  -0.04  5.20  0.64  -0.104
H  0.90  6.27  1.68  0.296
C  -1.97  -9.32  -3.16  -0.745
O  -1.59  -7.91  -3.16  -0.276
C  -0.49  -7.56  -2.50  0.760
O  0.17  -8.22  -1.69  -0.579
O  -0.15  -6.29  -2.86  -0.169
C  1.08  -5.90  -2.39  -0.449
H  -2.96  -9.59  -3.54  0.293
H  -1.98  -9.78  -2.18  0.310
H  -1.24  -9.87  -3.75  0.312
H  1.18  -4.82  -2.54  -0.228
H  1.95  -6.30  -2.91  0.402
H  1.16  -6.17  -1.33  0.304
C  -2.51  3.65  -2.45  -0.663
O  -2.96  2.31  -2.79  0.074
C  -3.11  1.90  -4.07  0.610
O  -2.66  2.49  -5.07  -0.599
O  -3.84  0.69  -4.14  -0.262
C  -4.07  0.04  -5.40  -0.746
H  -3.12  4.47  -2.82  0.504
H  -1.46  3.79  -2.71  0.151
H  -2.46  3.85  -1.38  0.101
H  -4.08  -1.04  -5.26  0.253
H  -3.30  0.23  -6.15  0.337
H  -5.04  0.33  -5.79  0.292
C  -0.05  -5.41  1.52  -0.240
O  1.06  -5.87  2.22  -0.403
C  2.19  -5.26  2.06  0.433
O  2.49  -4.27  1.40  -0.009
O  3.11  -6.00  2.78  -0.400
C  4.52  -5.80  2.64  -0.318
H  -0.03  -5.70  0.47  0.059
H  -0.21  -4.33  1.58  0.293
H  -0.88  -5.82  2.10  0.185
H  4.90  -5.80  1.62  0.218
H  5.11  -6.48  3.25  0.300
H  4.80  -4.82  3.03  -0.014
C  4.41  -3.65  7.10  -0.739
O  3.56  -2.97  6.14  -0.371
C  4.00  -2.58  4.91  0.831
O  5.12  -2.79  4.44  -0.630
O  3.09  -1.88  4.30  -0.458
C  3.17  -1.49  2.93  0.009
H  4.02  -3.41  8.10  0.303
H  5.46  -3.35  7.16  0.313
H  4.25  -4.73  7.14  0.306
H  3.81  -2.10  2.30  -0.010
H  3.60  -0.49  2.91  0.129
H  2.20  -1.39  2.43  0.302
C  0.17  6.28  5.74  -0.697
O  0.47  4.91  5.47  -0.295
C  1.51  4.70  4.69  0.862
O  2.22  5.49  4.10  -0.633
O  1.60  3.38  4.56  -0.348
C  2.52  2.75  3.67  -0.430
H  0.12  6.80  4.79  0.281
H  0.96  6.73  6.34  0.338
H  -0.85  6.34  6.12  0.250
H  2.06  2.68  2.68  0.076
H  2.67  1.76  4.08  0.189
H  3.46  3.29  3.55  0.394
C  6.43  -0.32  3.19  -0.433
O  6.06  0.87  2.45  -0.372
C  5.95  0.85  1.16  0.862
O  6.16  -0.15  0.49  -0.619
O  5.47  2.06  0.73  -0.378
C  5.12  2.18  -0.61  -0.420
H  6.08  -0.02  4.18  0.201
H  7.50  -0.49  3.09  0.384
H  5.77  -1.16  2.96  0.080
H  5.31  3.18  -1.01  0.327
H  4.06  1.97  -0.68  0.030
H  5.68  1.50  -1.25  0.356
C  0.33  0.00  -4.25  -0.411
O  -0.02  -1.06  -5.12  -0.248
C  0.82  -2.11  -5.20  0.847
O  1.84  -2.25  -4.50  -0.451
O  0.59  -2.81  -6.30  -0.387
C  1.48  -3.82  -6.74  -0.524
H  -0.39  0.75  -4.58  0.237
H  1.39  0.24  -4.35  0.306
H  0.08  -0.12  -3.20  0.030
H  1.31  -4.21  -7.74  0.249
H  1.47  -4.61  -6.00  0.147
H  2.50  -3.43  -6.81  0.278
C  -3.61  -5.75  0.29  -0.835
O  -2.59  -4.77  -0.06  0.140
C  -2.63  -4.27  -1.30  0.250
O  -3.48  -4.51  -2.11  -0.575
O  -1.59  -3.42  -1.49  0.208
C  -1.52  -2.78  -2.75  -0.627
H  -3.54  -6.05  1.33  0.289
H  -3.55  -6.61  -0.38  0.264
H  -4.64  -5.44  0.09  0.321
H  -1.74  -1.72  -2.73  0.269
H  -2.07  -3.35  -3.50  0.444
H  -0.46  -2.89  -3.01  -0.265
C  -3.20  2.12  5.61  -0.486
O  -3.45  3.48  5.16  -0.402
C  -2.88  3.92  4.01  0.887
O  -2.11  3.29  3.27  -0.447
O  -3.27  5.20  3.84  -0.393
C  -2.87  5.91  2.69  -0.454
H  -4.02  2.03  6.32  0.296
H  -2.28  2.07  6.19  0.303
H  -3.07  1.28  4.92  0.082
H  -3.38  5.59  1.78  0.203
H  -1.81  5.77  2.47  0.106
H  -3.06  6.98  2.78  0.356
C  1.61  3.24  -1.88  -0.009
O  1.98  4.30  -2.67  -0.268
C  2.11  4.13  -3.97  0.639
O  1.62  3.30  -4.68  -0.491
O  2.97  5.10  -4.39  -0.344
C  3.47  5.02  -5.72  -0.766
H  0.53  3.08  -1.77  -0.280
H  1.92  3.52  -0.87  0.133
H  2.06  2.32  -2.23  0.322
H  4.37  5.63  -5.75  0.296
H  2.84  5.58  -6.42  0.307
H  3.80  4.06  -6.12  0.306
C  4.70  -0.66  -3.14  0.190
O  5.54  -1.83  -3.43  -0.423
C  5.83  -2.80  -2.49  0.570
O  6.71  -3.64  -2.60  -0.583
O  5.05  -2.62  -1.40  0.027
C  5.26  -3.46  -0.32  -0.540
H  4.87  0.18  -3.81  0.342
H  4.91  -0.33  -2.12  -0.130
H  3.64  -0.89  -3.11  -0.067
H  5.15  -4.51  -0.60  0.421
H  4.45  -3.39  0.39  -0.192
H  6.23  -3.21  0.12  0.365
C  -5.43  2.97  1.06  -0.711
O  -6.71  2.37  1.07  -0.219
C  -7.80  3.20  1.00  0.716
O  -7.76  4.42  1.21  -0.597
O  -8.87  2.43  0.76  -0.293
C  -10.19  2.97  0.74  -0.684
H  -4.70  2.25  1.42  0.164
H  -5.44  3.79  1.78  0.424
H  -5.22  3.42  0.09  0.307
H  -10.82  2.54  -0.04  0.260
H  -10.21  4.04  0.54  0.320
H  -10.75  2.71  1.63  0.276



This record from the OMol25 dataset describes a molecular structure, C45H95Be2ClN5O9 in a non-equilibrium geometry. The level of theory is ωB97M-V with the def2-TZVPD basis set.

Results
2S+1   1
Energy above the lowest of the compared OMol25 structures with the same formula, charge and spin   0.0 kJ/mol
Charge   +3
M   903.76 u

Each line ends with the Mulliken charge.
Positions of all 157 atoms, in Å:
Be  0.87  3.06  -4.08  0.947
Be  3.13  -2.50  -3.22  0.919
Cl  0.82  0.28  -1.69  1.218
O  -0.14  0.07  -0.62  -0.235
O  1.54  1.57  -1.69  -0.515
O  1.68  -0.83  -1.78  -0.436
O  0.11  0.38  -2.98  -0.821
C  -1.53  1.61  1.98  -2.359
C  -2.65  1.75  2.96  2.183
C  -3.83  0.79  2.60  -1.353
C  -4.87  0.58  3.71  -0.782
C  -4.02  0.14  4.96  -1.346
C  -2.96  1.09  5.44  1.311
N  -2.13  1.52  4.36  0.607
O  -1.17  2.47  4.70  -0.492
C  -3.65  2.25  6.20  -1.663
C  -2.17  0.38  6.59  -1.814
C  -3.12  3.25  2.82  -1.630
H  -0.81  2.43  2.00  0.255
H  -1.86  1.52  0.94  0.374
H  -0.95  0.70  2.16  0.694
H  -4.21  0.96  1.59  0.469
H  -3.30  -0.16  2.54  0.505
H  -5.62  -0.13  3.35  0.450
H  -5.33  1.53  3.98  0.351
H  -3.44  -0.76  4.76  0.441
H  -4.75  0.04  5.77  0.429
H  -2.85  2.84  6.65  0.434
H  -4.25  2.97  5.65  0.306
H  -4.27  1.98  7.05  0.458
H  -1.75  -0.57  6.26  0.393
H  -1.45  0.99  7.13  0.459
H  -2.81  0.18  7.45  0.418
H  -2.23  3.83  3.04  0.497
H  -3.86  3.61  3.55  0.357
H  -3.52  3.60  1.86  0.222
H  -0.30  2.08  4.83  0.367
C  -2.81  -2.51  -3.51  -1.587
C  -3.01  -3.47  -2.25  1.700
C  -4.55  -3.48  -1.87  -1.383
C  -5.45  -4.44  -2.79  -0.697
C  -4.96  -5.85  -2.57  -1.035
C  -3.39  -6.00  -2.92  0.988
N  -2.57  -4.89  -2.33  0.091
O  -1.28  -5.08  -2.72  -0.006
C  -2.92  -7.29  -2.19  -1.698
C  -3.32  -5.99  -4.47  -1.484
C  -2.16  -2.94  -1.11  -2.074
H  -1.78  -2.28  -3.77  0.351
H  -3.26  -1.52  -3.38  0.418
H  -3.26  -2.83  -4.45  0.372
H  -4.83  -3.61  -0.82  0.489
H  -4.97  -2.48  -1.91  0.534
H  -5.26  -4.20  -3.84  0.336
H  -6.50  -4.49  -2.51  0.422
H  -5.44  -6.58  -3.22  0.487
H  -5.31  -6.00  -1.55  0.358
H  -1.84  -7.43  -2.30  0.289
H  -3.15  -7.16  -1.13  0.403
H  -3.35  -8.25  -2.50  0.407
H  -2.28  -5.96  -4.79  0.299
H  -3.66  -6.92  -4.93  0.489
H  -3.56  -5.01  -4.88  0.358
H  -2.18  -3.55  -0.21  0.466
H  -2.55  -2.00  -0.72  0.514
H  -1.16  -2.62  -1.41  0.249
H  -1.25  -4.88  -3.66  0.229
C  4.65  -6.40  -3.10  -1.752
C  3.83  -6.34  -1.72  1.453
C  5.01  -6.64  -0.76  -1.408
C  4.69  -6.64  0.79  -0.701
C  4.02  -5.33  1.07  -1.497
C  2.88  -4.90  0.06  2.091
N  3.24  -5.09  -1.40  0.529
O  2.23  -4.75  -2.26  -0.152
C  1.67  -5.65  0.56  -1.771
C  2.62  -3.42  0.24  -2.014
C  2.83  -7.55  -1.80  -1.587
H  4.11  -5.91  -3.91  0.408
H  4.84  -7.45  -3.36  0.435
H  5.68  -6.05  -3.10  0.365
H  5.52  -7.58  -0.96  0.416
H  5.69  -5.80  -0.94  0.462
H  5.69  -6.81  1.19  0.416
H  4.07  -7.44  1.18  0.337
H  4.84  -4.61  1.08  0.423
H  3.80  -5.35  2.13  0.488
H  1.89  -6.71  0.73  0.379
H  1.53  -5.33  1.59  0.523
H  0.70  -5.46  0.09  0.245
H  2.62  -3.11  1.29  0.452
H  3.48  -2.91  -0.17  0.314
H  1.76  -3.07  -0.33  0.218
H  3.15  -8.32  -2.50  0.442
H  1.85  -7.30  -2.21  0.375
H  2.58  -8.04  -0.86  0.312
H  1.52  -5.28  -1.90  0.149
C  -1.13  3.83  -0.93  -2.380
C  -1.52  5.14  -1.67  2.289
C  -0.84  6.22  -0.85  -1.436
C  -1.01  7.60  -1.44  -0.975
C  -0.38  7.53  -2.86  -1.320
C  -0.96  6.41  -3.80  1.440
N  -0.97  5.07  -3.11  0.630
O  -1.60  4.07  -3.90  -0.303
C  -2.42  6.86  -4.24  -1.682
C  0.01  6.44  -5.00  -1.639
C  -3.05  5.32  -1.55  -1.322
H  -0.05  3.70  -0.90  0.129
H  -1.67  3.01  -1.41  0.648
H  -1.34  3.71  0.13  0.122
H  -1.05  6.02  0.21  0.458
H  0.19  5.89  -0.98  0.459
H  -0.31  8.23  -0.90  0.463
H  -1.96  8.09  -1.23  0.374
H  0.69  7.35  -2.71  0.392
H  -0.51  8.50  -3.34  0.573
H  -2.80  6.33  -5.11  0.517
H  -3.23  6.81  -3.51  0.296
H  -2.37  7.93  -4.44  0.441
H  -0.60  6.14  -5.85  0.369
H  0.39  7.44  -5.20  0.381
H  0.86  5.76  -5.01  0.184
H  -3.73  5.13  -2.37  0.327
H  -3.28  6.38  -1.40  0.341
H  -3.32  4.82  -0.61  0.062
H  -2.42  4.46  -4.19  0.379
C  3.55  0.43  1.29  -1.829
C  3.41  1.82  2.08  1.810
C  4.18  1.57  3.44  -1.265
C  4.44  2.90  4.29  -0.822
C  5.23  3.79  3.36  -1.479
C  4.63  4.10  1.95  1.361
N  4.18  2.87  1.32  0.284
O  3.91  2.89  0.00  -0.300
C  3.56  5.09  2.21  -1.176
C  5.87  4.65  1.14  -1.652
C  1.95  2.25  2.23  -1.711
H  3.24  -0.30  2.05  0.499
H  4.58  0.20  1.04  0.599
H  2.84  0.15  0.51  -0.109
H  3.63  0.93  4.13  0.491
H  5.17  1.14  3.28  0.416
H  4.97  2.52  5.16  0.437
H  3.60  3.38  4.78  0.366
H  6.17  3.27  3.16  0.473
H  5.42  4.77  3.79  0.551
H  4.07  6.06  2.19  0.535
H  2.88  5.07  1.35  0.038
H  3.04  4.95  3.15  0.312
H  6.57  5.06  1.87  0.421
H  6.42  3.82  0.69  0.459
H  5.77  5.23  0.23  0.343
H  1.30  1.45  2.59  0.509
H  1.55  2.57  1.27  0.137
H  1.71  3.06  2.92  0.473
H  3.26  3.59  -0.12  0.359